# 1
{"formula": "C11H14N5PdS2", "method": "ωB97M-V/def2-TZVPD", "homo_energy_ha": [-0.4214, -0.4214], "energy_ha": -1625.3161, "gap_ha": [0.24779, 0.24786], "e_lumo_ev": [-4.7, -4.7], "e_above_lowest_kcal_mol": 33.65, "total_charge": 1, "symbols": ["Pd", "C", "S", "C", "S", "N", "N", "C", "C", "C", "C", "C", "C", "N", "H", "H", "H", "H", "H", "H", "H", "H", "C", "N", "C", "C", "N", "H", "H", "H", "H", "H", "H"], "positions_angstrom": [[0.076, 0.346, -0.057], [3.941, -1.598, 3.259], [3.733, 0.187, 3.006], [2.200, 0.191, 2.108], [2.396, 0.584, 0.445], [1.111, -0.057, 2.748], [-0.010, -0.087, 2.024], [-1.166, 0.152, 2.516], [-2.326, 0.064, 1.637], [-3.610, 0.278, 2.115], [-4.681, 0.166, 1.241], [-4.440, -0.163, -0.082], [-3.125, -0.338, -0.492], [-2.098, -0.229, 0.339], [4.858, -1.698, 3.835], [4.058, -2.085, 2.295], [3.103, -2.010, 3.813], [-1.287, 0.411, 3.563], [-3.763, 0.539, 3.154], [-5.691, 0.325, 1.593], [-5.247, -0.274, -0.791], [-2.889, -0.581, -1.520], [0.527, 5.614, -1.370], [0.081, 4.786, -0.253], [0.072, 5.378, 1.083], [-0.189, 3.524, -0.408], [-0.469, 2.406, -0.544], [-0.114, 6.491, -1.456], [0.475, 5.047, -2.295], [1.555, 5.941, -1.209], [-0.572, 6.257, 1.094], [1.082, 5.674, 1.373], [-0.303, 4.657, 1.804]], "forces_ev_per_a": [[0.34, -0.15, 1.78], [-0.18, 0.14, -0.15], [0.14, 0.12, -0.01], [-0.11, -0.05, 0.26], [-1.72, -0.08, -0.59], [0.52, -0.12, 1.17], [-0.04, 0.06, -2.03], [0.27, -0.12, 0.24], [-0.45, -0.01, -0.12], [0.16, -0.01, 0.04], [-0.04, -0.06, -0.10], [0.03, -0.01, 0.13], [-0.07, -0.09, -0.11], [0.80, 0.64, -0.18], [0.01, -0.02, 0.02], [0.02, -0.09, 0.05], [0.02, 0.01, 0.03], [0.08, -0.11, 0.04], [0.01, -0.05, 0.01], [0.00, 0.01, 0.00], [0.01, 0.00, -0.01], [0.01, 0.06, -0.01], [0.05, 0.07, -0.14], [-0.03, 0.08, 0.12], [0.04, 0.07, 0.13], [-0.01, -0.18, -0.11], [0.20, 0.04, -0.42], [-0.02, -0.03, 0.02], [-0.01, -0.02, 0.02], [-0.01, -0.04, 0.02], [-0.01, -0.02, -0.05], [0.00, -0.02, -0.04], [-0.01, -0.02, -0.03]]}



# 2
{"formula": "C11H14NO", "method": "ωB97M-V/def2-TZVPD", "homo_energy_ha": -0.4409, "energy_ha": -557.0813, "gap_ha": 0.24883, "e_lumo_ev": -5.2, "e_above_lowest_kcal_mol": 96.80, "total_charge": 1, "symbols": ["C", "C", "C", "C", "C", "C", "C", "C", "C", "C", "C", "N", "O", "H", "H", "H", "H", "H", "H", "H", "H", "H", "H", "H", "H", "H", "H"], "positions_angstrom": [[1.308, -3.346, 2.540], [1.335, -3.424, 1.135], [1.061, -2.095, 3.066], [1.100, -2.345, 0.331], [0.932, -0.980, 2.313], [0.952, -1.075, 0.924], [1.133, 0.141, -1.321], [-0.167, 1.159, 0.501], [0.738, 0.071, -0.040], [-0.676, 2.776, -1.483], [-1.644, 2.953, -2.497], [-1.068, 1.657, -0.592], [-2.733, 2.100, -2.426], [1.572, -4.159, 3.254], [1.383, -4.450, 0.667], [0.772, -1.890, 4.112], [0.922, -2.706, -0.669], [0.921, 0.063, 2.655], [0.742, 1.059, -1.933], [1.862, -0.445, -1.888], [-0.969, 0.983, 1.304], [0.347, 2.103, 0.775], [-1.157, 3.076, -3.513], [-2.039, 4.033, -2.380], [-1.391, 0.679, -1.076], [-2.083, 1.914, -0.427], [-3.155, 2.147, -3.331]], "forces_ev_per_a": [[0.67, 0.08, 0.03], [-0.07, -2.70, 1.11], [-0.86, -0.03, 2.51], [-0.24, -0.27, 0.70], [0.25, 2.23, -2.63], [0.31, -0.36, -2.22], [-0.70, 2.16, -0.78], [-1.65, 2.36, 0.93], [-0.41, -0.81, 0.78], [1.39, -0.63, 1.18], [-0.81, 1.82, -1.05], [-2.48, -2.02, -2.77], [-1.15, -0.58, -2.38], [-0.63, 0.41, -1.02], [0.21, 1.29, 0.53], [0.92, -0.77, -0.20], [0.10, 1.19, -0.66], [-0.34, -0.72, 0.70], [1.00, -1.77, 1.00], [-0.41, -0.20, 0.66], [1.87, -0.68, -0.72], [0.18, -0.79, 0.23], [-0.13, -0.41, 0.95], [0.88, -0.86, 0.24], [1.04, 2.52, 0.19], [0.91, -0.03, 1.06], [0.13, -0.43, 1.64]]}



# 3
{"formula": "C11H14NO", "method": "ωB97M-V/def2-TZVPD", "homo_energy_ha": [-0.4291, -0.4291], "energy_ha": -557.1587, "gap_ha": [0.19277, 0.19280], "e_lumo_ev": [-6.4, -6.4], "e_above_lowest_kcal_mol": 48.26, "total_charge": 1, "symbols": ["C", "C", "C", "C", "C", "C", "C", "C", "C", "C", "C", "N", "O", "H", "H", "H", "H", "H", "H", "H", "H", "H", "H", "H", "H", "H", "H"], "positions_angstrom": [[2.996, 1.187, -1.174], [2.650, -0.150, -1.049], [2.104, 2.243, -0.970], [1.441, -0.523, -0.433], [0.762, 1.831, -0.764], [0.529, 0.522, -0.340], [-0.383, -3.583, 1.101], [-0.528, 2.607, -0.942], [-1.561, 1.714, -0.298], [-0.826, 0.465, 0.198], [-2.578, -0.600, 1.248], [-1.238, -0.545, 0.835], [0.186, -3.826, 2.263], [4.057, 1.347, -1.457], [3.400, -0.891, -1.230], [2.381, 3.275, -1.272], [1.157, -1.537, -0.467], [-1.474, -3.439, 1.120], [-0.511, 3.591, -0.500], [-0.588, 2.584, -2.013], [-2.242, 2.006, 0.412], [-2.067, 1.270, -1.078], [-2.675, -1.510, 1.896], [-2.964, 0.278, 1.773], [-3.360, -0.615, 0.512], [0.119, -3.681, 0.216], [1.212, -4.020, 2.413]], "forces_ev_per_a": [[1.31, 0.53, -0.10], [-0.58, -0.46, 1.72], [-0.90, -0.54, -1.57], [1.06, 2.09, -2.20], [1.73, 0.51, 0.94], [-0.43, 0.21, 0.39], [0.13, -0.43, 5.18], [1.25, -0.38, 1.28], [2.11, -2.02, -0.01], [0.67, 0.08, -0.86], [-1.60, -0.80, 1.86], [0.67, -0.41, -0.53], [0.20, 0.41, -2.01], [-0.90, 0.33, 0.11], [0.26, -0.31, -0.32], [-0.26, -0.79, 0.55], [-0.37, -1.06, 0.70], [0.57, 0.11, 0.29], [0.12, 0.44, -0.28], [-0.73, 0.74, -0.59], [-1.47, 1.53, 1.53], [-1.96, -0.81, -1.81], [-0.44, 0.95, -0.33], [0.60, 0.12, 0.78], [0.00, -0.68, -1.24], [1.59, 0.00, -2.21], [-2.64, 0.63, -1.29]]}



# 4
{"formula": "C11H14NO5", "method": "ωB97M-V/def2-TZVPD", "homo_energy_ha": -0.1148, "energy_ha": -858.4841, "gap_ha": 0.18554, "e_lumo_ev": 1.9, "e_above_lowest_kcal_mol": 33.74, "total_charge": -1, "symbols": ["C", "C", "C", "O", "C", "C", "N", "H", "H", "H", "H", "H", "H", "H", "H", "H", "H", "H", "H", "C", "C", "C", "O", "C", "C", "C", "O", "O", "O", "H", "H"], "positions_angstrom": [[0.563, 0.534, -1.968], [2.000, 0.550, -1.454], [2.503, 1.884, -0.906], [1.857, 2.297, 0.273], [1.261, 1.249, 1.054], [1.910, -0.111, 1.034], [2.289, -0.491, -0.380], [-0.192, 0.679, -1.196], [0.476, 1.302, -2.747], [0.318, -0.441, -2.402], [2.652, 0.277, -2.296], [3.595, 1.812, -0.729], [2.367, 2.647, -1.683], [0.235, 1.015, 0.759], [1.209, 1.622, 2.077], [1.106, -0.783, 1.387], [2.802, -0.213, 1.663], [1.874, -1.397, -0.631], [3.302, -0.599, -0.389], [-2.927, -0.329, 1.995], [-4.058, -0.651, 1.184], [-3.777, -1.389, -0.177], [-4.740, -1.740, -0.856], [-2.417, -1.613, -0.563], [-1.340, -1.280, 0.233], [-1.626, -0.629, 1.622], [-0.568, -0.436, 2.276], [-0.112, -1.459, -0.073], [-5.225, -0.397, 1.477], [-3.078, 0.167, 2.948], [-2.259, -2.077, -1.532]], "forces_ev_per_a": [[-0.11, -0.20, 0.02], [-0.06, -0.05, -0.10], [0.04, -0.17, -0.01], [0.11, -0.15, -0.15], [-0.56, -0.05, 0.15], [0.38, 0.02, 0.58], [0.52, -0.02, -0.36], [0.20, 0.19, -0.13], [0.04, -0.07, 0.16], [0.12, 0.17, 0.05], [-0.04, 0.02, 0.19], [-0.15, -0.07, -0.01], [-0.08, -0.08, 0.20], [0.06, 0.63, -0.12], [0.03, -0.14, -0.11], [0.23, 0.13, -0.18], [0.06, 0.19, -0.31], [-0.69, 0.27, 0.27], [-0.10, -0.09, -0.05], [0.00, 0.03, -0.09], [0.22, 0.03, 0.05], [-0.32, 0.04, 0.10], [0.18, 0.08, 0.07], [0.24, 0.10, -0.12], [-0.43, -0.19, -0.01], [0.68, -0.53, -0.65], [-0.30, 0.30, 0.78], [-0.27, -0.25, -0.22], [0.07, -0.02, -0.03], [-0.11, -0.05, -0.01], [0.05, -0.06, 0.03]]}



# 5
{"formula": "C11H14NO5Sr", "method": "ωB97M-V/def2-TZVPD", "homo_energy_ha": -0.1609, "energy_ha": -889.4072, "gap_ha": 0.26256, "e_lumo_ev": 2.8, "e_above_lowest_kcal_mol": 19.44, "total_charge": -1, "symbols": ["Sr", "O", "C", "C", "N", "C", "C", "O", "O", "C", "C", "O", "O", "H", "H", "H", "H", "H", "H", "H", "H", "H", "C", "C", "C", "C", "C", "H", "H", "H", "H", "H"], "positions_angstrom": [[-0.260, -0.085, -0.365], [2.071, 0.615, 0.808], [3.178, 0.391, -0.079], [2.825, 0.561, -1.565], [1.634, -0.184, -1.981], [1.037, 0.242, -3.279], [-0.423, -0.288, -3.505], [-0.700, -0.703, -4.619], [-1.182, -0.204, -2.472], [1.816, -1.671, -1.913], [1.870, -2.325, -0.465], [2.741, -3.148, -0.258], [0.944, -1.935, 0.360], [1.746, -0.280, 1.034], [3.614, -0.593, 0.100], [3.936, 1.134, 0.175], [3.695, 0.258, -2.167], [2.630, 1.618, -1.756], [1.651, -0.083, -4.125], [0.980, 1.333, -3.281], [2.735, -1.971, -2.427], [0.969, -2.132, -2.427], [-1.869, 2.088, 0.818], [-2.157, 0.865, 1.459], [-1.306, 0.747, 2.573], [-0.487, 1.898, 2.619], [-0.831, 2.721, 1.540], [-2.409, 2.476, -0.037], [-3.046, 0.277, 1.267], [-1.285, -0.092, 3.255], [0.302, 2.078, 3.336], [-0.370, 3.665, 1.281]], "forces_ev_per_a": [[-1.52, 1.34, 1.54], [0.19, -0.43, -0.59], [-0.10, 0.03, 0.00], [-0.28, -0.10, -0.09], [-0.09, -0.74, -0.14], [0.32, -0.37, 0.30], [0.24, 0.09, 0.47], [-0.07, 0.03, -0.10], [0.18, -0.15, -0.88], [0.24, 0.33, 0.32], [-0.63, 0.64, -0.24], [0.13, -0.17, 0.02], [1.04, -0.52, -0.43], [0.34, 0.09, 0.36], [-0.04, -0.03, 0.02], [0.05, 0.01, -0.07], [0.10, 0.10, 0.05], [-0.01, 0.02, -0.04], [0.03, 0.04, -0.03], [0.07, 0.03, 0.00], [0.00, 0.01, -0.08], [0.01, 0.01, -0.04], [0.05, 0.21, -0.07], [-0.69, 0.14, 0.14], [0.33, -0.03, 0.03], [0.06, -0.52, 0.03], [-0.09, -0.09, -0.52], [0.03, 0.11, 0.03], [0.13, -0.21, -0.09], [0.00, 0.09, 0.09], [0.00, 0.02, -0.02], [0.00, 0.01, 0.04]]}



# 6
{"formula": "C11H14O", "method": "ωB97M-V/def2-TZVPD", "smiles": "OC[C@@H]1CCCc2ccccc21", "homo_energy_ha": -0.3208, "energy_ha": -502.7508, "gap_ha": 0.35326, "e_lumo_ev": 0.9, "e_above_lowest_kcal_mol": 4.40, "symbols": ["O", "C", "C", "C", "C", "C", "C", "C", "C", "C", "C", "C", "H", "H", "H", "H", "H", "H", "H", "H", "H", "H", "H", "H", "H", "H"], "positions_angstrom": [[1.554, 1.729, -2.243], [2.042, 0.664, -1.394], [0.936, -0.265, -0.766], [0.038, -0.901, -1.721], [-1.098, -1.752, -0.949], [-0.964, -1.792, 0.520], [-0.714, -0.398, 1.030], [-1.454, 0.033, 2.150], [-1.221, 1.247, 2.687], [-0.320, 2.114, 2.056], [0.402, 1.691, 0.902], [0.241, 0.374, 0.409], [1.156, 1.321, -3.009], [2.699, 0.032, -2.042], [2.632, 1.129, -0.604], [1.573, -1.087, -0.431], [-0.321, -0.053, -2.312], [0.520, -1.553, -2.503], [-2.062, -1.466, -1.250], [-1.080, -2.813, -1.277], [-1.596, -2.466, 1.094], [0.115, -2.219, 0.754], [-2.146, -0.690, 2.532], [-1.661, 1.550, 3.666], [-0.216, 3.087, 2.434], [0.948, 2.481, 0.269]], "forces_ev_per_a": [[0.16, -0.23, 1.01], [-0.65, -0.58, -1.21], [3.38, 1.18, 0.87], [-2.09, -1.09, -1.37], [1.19, -1.46, -2.21], [4.30, 0.21, 1.37], [-1.85, -0.69, 1.40], [0.71, -1.26, -1.35], [0.43, 1.71, 1.48], [0.42, -1.78, -1.54], [-0.34, 1.29, -0.45], [-0.35, 0.89, 0.12], [-0.13, -0.07, -0.29], [-0.25, 0.27, 0.70], [-0.05, -0.05, -0.13], [0.15, -0.07, 0.85], [-1.09, -0.29, -0.04], [-0.01, 0.47, 1.08], [-1.38, 0.94, -0.31], [0.36, 0.51, -0.24], [-0.56, 0.49, -0.18], [-1.83, 0.07, -0.59], [-0.39, -0.04, 0.48], [0.09, -0.17, -1.03], [0.32, 1.19, 0.32], [-0.55, -1.44, 1.28]]}